# 1
DFT (ωB97M-V with the def2-TZVPD basis set) results for a molecular structure, C15H31IOsP2.

```
50
Properties=species:S:1:pos:R:3
P -1.215 -2.569 -0.948
P -0.779 0.742 -0.949
C -1.847 -1.252 -2.298
C -0.632 -0.378 -2.450
H -2.613 -0.664 -1.707
H -2.256 -1.741 -3.191
H 0.307 -0.944 -2.269
H -0.521 0.162 -3.409
C -1.805 2.233 -1.481
H -1.697 3.040 -0.731
H -2.875 1.989 -1.556
H -1.487 2.688 -2.436
C 0.765 1.637 -1.774
H 0.662 1.679 -2.874
H 1.686 1.066 -1.602
H 0.948 2.666 -1.427
C -3.651 -3.255 -0.610
H -3.508 -4.304 -0.290
H -3.393 -3.247 -1.689
H -4.711 -2.993 -0.463
C 0.191 -3.670 -0.940
H 1.141 -3.118 -0.922
H 0.176 -4.420 -1.753
H 0.081 -4.211 0.021
Os -2.360 -1.757 0.480
C 1.943 3.365 1.702
C 0.826 2.778 1.305
C 0.490 1.367 1.897
C 1.300 0.256 1.272
C 2.299 0.359 0.297
C 3.471 1.089 0.203
C 4.074 1.960 1.280
C 3.119 2.658 2.294
C -1.523 -2.186 2.315
H 2.053 4.433 1.515
H 0.073 3.170 0.544
H -0.609 1.223 1.715
H 0.557 1.210 3.011
H -2.748 -3.287 0.945
H 1.027 -0.838 1.471
H 2.068 -0.269 -0.592
H 4.071 0.994 -0.727
H 4.568 2.768 0.710
H 4.776 1.380 1.908
H 2.686 1.894 2.978
H 3.709 3.425 2.844
H -1.150 -1.227 2.709
H -0.751 -2.965 2.236
H -2.306 -2.526 3.042
I -4.629 -0.410 0.393
```

The calculation puts the total energy at -45175.626 eV. Its expectation value of S² is 6.0565. Its energy above the lowest of the compared OMol25 structures with the same formula, charge and spin is 128.9 kcal/mol. As for the HOMO-LUMO gap (alpha / beta): 4.000 / 2.950 eV. The molar mass is 590.49 Da. As for the LUMO energy (alpha / beta): -8.401 / -11.038 eV. As for the total charge: +2. The spin multiplicity is 5.

# 2
DFT (ωB97M-V with the def2-TZVPD basis set) results for a molecular structure, C15H31N7O7PZr.

```
62
Properties=species:S:1:pos:R:3
Zr -0.614 -0.305 0.251
N 1.167 -1.737 -0.564
C 0.929 -2.395 -1.879
C -0.257 -1.738 -2.556
N -1.374 -1.479 -1.606
C -2.031 -2.749 -1.141
C -1.336 -3.444 0.024
N -0.990 -2.497 1.132
C -2.398 -0.625 -2.302
C -2.001 0.839 -2.335
N -1.838 1.364 -0.951
H 1.971 -1.115 -0.659
H 1.470 -2.427 0.117
H 0.762 -3.458 -1.735
H 1.810 -2.309 -2.515
H -0.616 -2.339 -3.396
H 0.049 -0.771 -2.959
H -2.110 -3.446 -1.980
H -3.039 -2.482 -0.836
H -0.422 -3.946 -0.275
H -2.004 -4.225 0.389
H -0.256 -2.917 1.697
H -1.793 -2.427 1.752
H -3.336 -0.732 -1.762
H -2.551 -0.993 -3.319
H -2.766 1.391 -2.884
H -1.055 0.987 -2.853
H -2.757 1.444 -0.523
H -1.434 2.295 -0.992
O -2.027 1.231 6.244
C -1.802 0.930 4.984
C -2.789 0.488 4.088
C -2.409 0.222 2.796
N -1.152 0.356 2.361
C -0.203 0.736 3.233
C -0.468 1.046 4.536
C 1.148 0.730 2.586
O 2.108 1.322 3.055
O 1.174 0.083 1.459
C -3.329 -0.329 1.733
O -4.482 -0.575 1.920
O -2.665 -0.524 0.598
H -2.955 1.134 6.505
H -3.822 0.347 4.380
H 0.314 1.360 5.214
N 3.598 1.994 -3.457
C 2.337 2.407 -2.735
P 2.221 1.427 -1.165
O 3.195 0.306 -1.352
O 0.750 1.144 -0.936
C 2.915 2.508 0.161
N 3.847 1.727 1.030
H 3.905 1.090 -3.054
H 4.356 2.672 -3.347
H 3.449 1.880 -4.462
H 1.490 2.148 -3.367
H 2.337 3.487 -2.597
H 2.145 2.951 0.790
H 3.475 3.320 -0.304
H 4.610 2.311 1.377
H 4.244 0.938 0.508
H 3.308 1.368 1.881
```

The calculation puts the total energy at -51376.212 eV. Its energy above the lowest of the compared OMol25 structures with the same formula, charge and spin is 1.8 kcal/mol. As for the HOMO-LUMO gap: 9.118 eV. The molar mass is 543.65 Da. As for the LUMO energy: -8.615 eV. As for the total charge: +3. The spin multiplicity is 1.

# 3
DFT (ωB97M-V with the def2-TZVPD basis set) results for a molecular structure, C15H31NO2P2Re.

```
52
Properties=species:S:1:pos:R:3
P 0.284 -1.959 1.791
P -0.023 2.024 1.578
C 0.061 -0.693 0.411
C 0.615 0.750 0.403
H -0.976 -0.726 0.044
H 0.705 -1.273 -0.256
H 1.714 0.755 0.423
H 0.277 1.214 -0.518
C -1.598 2.769 1.083
H -1.805 3.624 1.743
H -2.416 2.045 1.199
H -1.545 3.123 0.051
C 1.227 3.286 1.812
H 1.146 4.054 1.033
H 2.221 2.827 1.774
H 1.093 3.748 2.800
C -0.907 -3.284 1.496
H -0.802 -4.068 2.264
H -0.700 -3.698 0.500
H -1.929 -2.880 1.539
C 1.980 -2.549 1.626
H 2.679 -1.700 1.703
H 2.054 -3.017 0.631
H 2.212 -3.287 2.415
Re -0.474 0.038 2.848
C 0.392 1.622 -2.501
C -0.940 1.625 -2.269
C -1.927 0.875 -3.090
C -1.528 -0.598 -3.411
C -0.728 -1.300 -2.353
C 0.617 -1.382 -2.375
C 1.521 -0.591 -3.274
C 1.069 0.862 -3.607
C 0.036 -1.581 4.184
H 1.065 2.312 -1.964
H -1.373 2.349 -1.582
H -2.083 1.396 -4.049
H -2.903 0.862 -2.583
H -2.465 -1.167 -3.540
H -1.017 -0.629 -4.391
H -1.316 -1.891 -1.640
H 1.124 -2.200 -1.847
H 1.660 -1.126 -4.233
H 2.526 -0.535 -2.817
H 1.987 1.424 -3.846
H 0.476 0.865 -4.536
H 0.813 -1.150 4.834
H 0.332 -2.615 3.936
H -0.924 -1.622 4.719
O 0.561 1.925 4.967
N 0.136 1.171 4.153
O -2.204 -0.025 2.723
```

The calculation puts the total energy at -42327.153 eV. Its expectation value of S² is 3.7918. Its energy above the lowest of the compared OMol25 structures with the same formula, charge and spin is 27.3 kcal/mol. As for the HOMO-LUMO gap (alpha / beta): 6.211 / 5.400 eV. The molar mass is 505.57 Da. As for the LUMO energy (alpha / beta): -7.891 / -9.003 eV. As for the total charge: +2. The spin multiplicity is 4.

# 4
DFT (ωB97M-V with the def2-TZVPD basis set) results for a molecular structure, C15H31NO2P2Sn.

```
52
Properties=species:S:1:pos:R:3
P 5.627 1.719 -1.627
P 3.515 2.369 -4.211
C 6.248 2.114 -3.322
C 5.294 2.964 -4.169
H 6.484 1.152 -3.803
H 7.196 2.640 -3.138
H 5.274 4.009 -3.824
H 5.624 2.963 -5.219
C 3.687 1.057 -5.471
H 2.695 0.630 -5.658
H 4.361 0.258 -5.131
H 4.076 1.506 -6.395
C 2.778 3.735 -5.148
H 3.204 3.768 -6.159
H 2.985 4.677 -4.625
H 1.697 3.576 -5.200
C 6.840 0.533 -0.998
H 6.459 0.101 -0.066
H 7.789 1.052 -0.817
H 6.975 -0.263 -1.742
C 5.979 3.261 -0.734
H 5.429 4.107 -1.163
H 7.057 3.440 -0.803
H 5.687 3.135 0.314
Sn -1.284 1.164 0.641
C 1.632 1.630 -3.038
C 1.854 0.255 -3.151
C 3.101 -0.290 -2.581
C 2.903 -0.938 -1.192
C 3.503 -0.080 -0.136
C 3.651 1.280 -0.158
C 2.897 2.326 -0.984
C 1.500 2.055 -1.548
C -0.759 -0.402 2.099
H 0.981 2.157 -3.752
H 1.089 -0.449 -3.495
H 3.827 0.557 -2.485
H 3.593 -1.014 -3.261
H 1.830 -1.143 -1.003
H 3.412 -1.917 -1.229
H 3.795 -0.614 0.774
H 4.175 1.729 0.722
H 3.541 2.614 -1.872
H 2.872 3.267 -0.400
H 0.955 1.302 -0.947
H 0.906 2.989 -1.472
H -1.325 -0.204 3.026
H 0.325 -0.427 2.305
H -1.092 -1.348 1.636
O -0.715 -0.660 -1.034
N -1.940 -0.889 -1.229
O -2.743 -0.228 -0.481
```

The calculation puts the total energy at -46043.557 eV. Its energy above the lowest of the compared OMol25 structures with the same formula, charge and spin is 0.0 kcal/mol. As for the HOMO-LUMO gap (alpha / beta): 5.281 / 5.145 eV. The molar mass is 438.08 Da. As for the LUMO energy (alpha / beta): -0.531 / -0.527 eV. As for the total charge: 0. The spin multiplicity is 1.

# 5
DFT (ωB97M-V with the def2-TZVPD basis set) results for 7 unconnected molecules or ions with the total composition C15H32Br12F3NOPS.

```
66
Properties=species:S:1:pos:R:3
N 1.424 -3.297 1.217
P 1.347 -2.023 2.070
S 0.179 -0.516 0.952
C -1.610 -0.754 1.167
C -2.022 -1.649 2.321
O -1.976 -0.977 3.549
C -3.454 -2.152 2.133
F -4.359 -1.348 2.705
F -3.723 -2.250 0.822
F -3.554 -3.380 2.683
H 2.362 -3.520 0.924
H 2.561 -1.386 2.381
H 0.637 -2.153 3.272
H 0.430 0.666 1.564
H -1.984 -1.078 0.214
H -2.004 0.234 1.350
H -1.417 -2.547 2.362
H -1.076 -0.942 3.856
Br -0.545 2.643 -0.170
C 0.137 3.947 1.110
C 1.629 4.041 1.006
Br 2.466 2.459 1.797
H -0.193 3.625 2.091
H -0.339 4.889 0.856
H 1.994 4.889 1.578
H 1.987 4.105 -0.017
Br -0.059 6.715 -1.393
C -0.080 6.026 -3.216
C 0.533 4.657 -3.303
Br 2.473 4.718 -3.155
H 0.441 6.756 -3.824
H -1.127 5.993 -3.504
H 0.329 4.206 -4.273
H 0.201 3.992 -2.515
Br -5.339 -8.276 0.041
C -4.935 -7.021 1.470
C -3.468 -6.695 1.521
Br -2.425 -8.147 2.290
H -5.295 -7.465 2.391
H -5.513 -6.128 1.246
H -3.288 -5.841 2.165
H -3.052 -6.501 0.542
Br 0.602 3.102 7.049
C 2.007 3.258 5.715
C 2.338 4.691 5.402
Br 0.960 5.530 4.310
H 1.666 2.718 4.839
H 2.874 2.756 6.138
H 3.252 4.747 4.817
H 2.438 5.303 6.291
Br 4.893 1.012 -7.720
C 4.466 2.900 -7.542
C 3.517 3.151 -6.402
Br 1.700 2.609 -6.846
H 4.063 3.222 -8.496
H 5.414 3.400 -7.360
H 3.458 4.213 -6.179
H 3.793 2.609 -5.506
Br 1.477 -5.051 -2.126
C -0.187 -6.030 -2.359
C -1.355 -5.101 -2.538
Br -1.876 -4.275 -0.850
H -0.295 -6.675 -1.494
H -0.049 -6.637 -3.251
H -2.233 -5.646 -2.873
H -1.144 -4.292 -3.227
```

The calculation puts the total energy at -888390.702 eV. As for the HOMO-LUMO gap: 7.755 eV. The molar mass is 1321.31 Da. As for the LUMO energy: -3.854 eV. As for the total charge: +1. The spin multiplicity is 1.

# 6
DFT (ωB97M-V with the def2-TZVPD basis set) results for 3 unconnected molecules or ions with the total composition C15H32BrN5O7PS.

```
62
Properties=species:S:1:pos:R:3
N 2.976 1.497 2.832
C 2.335 0.193 2.921
C 1.478 -0.278 1.721
C 1.934 0.305 0.391
N 1.263 -0.332 -0.753
C 1.673 -1.477 -1.444
P 3.092 -2.695 -1.407
O 2.227 -4.019 -1.044
Br 4.164 -2.283 0.501
C 0.759 -1.662 -2.426
N -0.156 -0.665 -2.305
O -1.263 -0.469 -3.072
C 0.144 0.142 -1.295
C -0.719 1.274 -0.854
C -1.756 0.743 0.185
C -3.121 0.463 -0.467
S -3.411 -1.270 -0.708
O -4.367 -1.470 -1.751
O -2.130 -1.925 -0.818
O -4.051 -1.603 0.699
H 3.886 1.477 2.397
H 2.410 2.237 2.446
H 1.703 0.166 3.810
H 3.127 -0.542 3.063
H 1.549 -1.366 1.667
H 0.425 -0.028 1.881
H 3.006 0.230 0.236
H 1.691 1.366 0.346
H 1.562 -3.884 -0.354
H 0.718 -2.432 -3.179
H -1.755 -1.311 -3.069
H -1.255 1.633 -1.731
H -0.114 2.084 -0.455
H -1.866 1.425 1.027
H -1.369 -0.191 0.589
H -3.228 0.870 -1.473
H -3.938 0.868 0.128
H -4.384 -2.519 0.689
C 1.075 -0.454 7.269
O 1.234 -0.973 6.178
N 0.990 0.873 7.475
C 0.804 1.438 8.798
C 1.095 1.761 6.331
H 0.995 -1.044 8.196
H -0.121 2.015 8.845
H 1.638 2.091 9.060
H 0.749 0.635 9.530
H 0.300 1.552 5.613
H 2.053 1.629 5.825
H 1.009 2.789 6.673
C -1.253 -1.233 -7.445
O -1.330 -1.882 -8.463
N -1.254 0.116 -7.385
C -1.154 0.818 -6.125
C -1.358 0.865 -8.628
H -1.171 -1.705 -6.446
H -2.032 1.447 -5.961
H -0.262 1.451 -6.107
H -1.087 0.093 -5.319
H -2.284 0.615 -9.147
H -0.527 0.623 -9.290
H -1.345 1.928 -8.403
```

The calculation puts the total energy at -128016.851 eV. As for the HOMO-LUMO gap: 8.579 eV. The molar mass is 537.39 Da. As for the LUMO energy: -2.646 eV. As for the total charge: +1. The spin multiplicity is 1.

# 7
DFT (ωB97M-V with the def2-TZVPD basis set) results for 3 unconnected molecules or ions with the total composition C15H32ClN4O5P.

```
58
Properties=species:S:1:pos:R:3
C 2.570 -1.315 -1.667
C 1.315 -2.312 -1.419
C 1.836 -3.495 -0.443
Cl 1.097 -5.073 -1.131
C 1.326 -3.379 1.075
C -0.294 -3.316 1.123
N -1.486 -3.102 1.072
C 1.860 -2.085 1.877
C 1.139 -2.101 3.335
N 0.657 -2.308 4.432
P 3.722 -2.060 2.214
O 4.327 -0.847 1.451
O 3.951 -1.698 3.884
O 4.559 -3.453 1.692
H 2.150 -0.237 -1.651
H 3.317 -1.509 -0.810
H 3.095 -1.510 -2.673
H 1.103 -2.821 -2.439
H 0.360 -1.791 -1.062
H 2.975 -3.638 -0.554
H 1.617 -4.306 1.707
H 1.568 -1.129 1.310
H 3.846 -2.506 4.440
H 5.190 -3.687 2.429
C 0.420 2.015 -1.608
O 0.075 1.266 -2.762
C -0.844 1.917 -3.636
C -0.189 2.908 -4.621
C 0.189 4.240 -3.979
N 1.002 2.330 -5.257
H -0.419 2.610 -1.236
H 1.279 2.655 -1.820
H 0.719 1.313 -0.825
H -1.304 1.115 -4.224
H -1.655 2.388 -3.068
H -0.924 3.125 -5.404
H 1.073 4.164 -3.342
H 0.416 4.981 -4.751
H -0.634 4.632 -3.375
H 0.727 1.487 -5.758
H 1.605 1.980 -4.511
C -4.271 2.575 2.380
O -3.361 2.144 3.378
C -3.384 0.741 3.632
C -2.528 -0.094 2.658
C -3.185 -0.301 1.297
N -1.198 0.500 2.462
H -5.201 1.999 2.393
H -3.803 2.523 1.395
H -4.512 3.624 2.574
H -2.964 0.620 4.636
H -4.416 0.371 3.682
H -2.397 -1.086 3.105
H -3.158 0.598 0.675
H -2.664 -1.086 0.742
H -4.228 -0.609 1.407
H -0.729 0.555 3.365
H -1.338 1.479 2.205
```

The calculation puts the total energy at -54080.606 eV. As for the HOMO-LUMO gap: 8.772 eV. The molar mass is 414.87 Da. As for the SMILES: CC[C@H](Cl)[C@H](C#N)[C@@H](C#N)P(=O)(O)O.COC[C@@H](C)N.COC[C@@H](C)N. As for the LUMO energy: -0.495 eV. As for the total charge: 0. The spin multiplicity is 1.

# 8
DFT (ωB97M-V with the def2-TZVPD basis set) results for a molecular structure, C15H32FeN2O4P2.

```
56
Properties=species:S:1:pos:R:3
Fe -1.794 0.747 -0.442
H -0.769 1.706 -0.142
H -0.417 1.043 -0.623
P -3.022 2.506 0.527
P -1.204 -0.959 -1.953
C -0.968 -2.654 -1.257
H -0.743 -3.395 -2.044
H -0.145 -2.630 -0.524
H -1.890 -2.945 -0.726
C -2.471 -1.244 -3.263
H -2.622 -0.301 -3.811
H -2.159 -2.043 -3.959
H -3.421 -1.518 -2.778
C 0.336 -0.725 -2.949
H 1.201 -0.681 -2.266
H 0.482 -1.546 -3.674
H 0.264 0.235 -3.484
C -4.692 2.732 -0.225
H -5.228 3.582 0.232
H -4.566 2.899 -1.306
H -5.269 1.804 -0.084
C -3.413 2.383 2.329
H -2.470 2.354 2.899
H -4.030 3.232 2.674
H -3.950 1.437 2.507
C -2.307 4.206 0.395
H -2.110 4.420 -0.668
H -2.990 4.969 0.810
H -1.350 4.236 0.941
C -1.571 -0.287 1.161
O -1.470 -0.931 2.135
H -3.307 0.111 -0.682
C 4.011 0.546 -0.653
C 4.050 -0.816 0.059
C 2.816 -1.073 0.998
C 2.966 -2.452 1.742
C 3.085 -3.718 0.883
C 2.857 -0.051 2.044
O 3.829 0.048 2.784
N 1.849 0.788 2.183
C 0.718 0.795 1.434
O -0.062 1.668 1.802
N 0.362 -0.124 0.331
C 1.506 -1.021 0.165
O 1.654 -1.840 -0.709
H 3.111 0.632 -1.295
H 4.909 0.653 -1.298
H 4.011 1.379 0.080
H 4.112 -1.595 -0.729
H 4.994 -0.874 0.645
H 3.890 -2.427 2.363
H 2.102 -2.587 2.431
H 3.961 -3.662 0.206
H 3.234 -4.591 1.553
H 2.165 -3.916 0.300
H 1.937 1.495 2.934
```

The calculation puts the total energy at -80196.650 eV. Its expectation value of S² is 8.7730. Its energy above the lowest of the compared OMol25 structures with the same formula, charge and spin is 39.3 kcal/mol. As for the HOMO-LUMO gap (alpha / beta): 7.678 / 6.328 eV. The molar mass is 422.22 Da. As for the LUMO energy (alpha / beta): -2.858 / -6.124 eV. As for the total charge: +1. The spin multiplicity is 6.